{"formula": "C18H41N2O2P3Pd", "method": "ωB97M-V/def2-TZVPD", "gap_ev": [7.149, 3.102], "homo_energy_ev": [-19.24, -19.23], "s_squared": 6.029, "max_force_ev_per_a": 3.58, "spin_multiplicity": 5, "relative_energy_kcal_mol": 0.0, "charge": 4, "elements": ["H", "C", "C", "C", "H", "H", "H", "H", "H", "C", "C", "H", "C", "H", "O", "H", "H", "H", "H", "H", "Pd", "C", "H", "H", "H", "H", "C", "H", "C", "C", "H", "H", "H", "H", "N", "C", "H", "H", "H", "H", "H", "P", "H", "C", "H", "H", "H", "N", "O", "C", "C", "H", "H", "C", "H", "H", "H", "P", "H", "H", "H", "C", "C", "P", "H", "H", "C"], "coordinates": [[-0.33252, -1.39496, 2.56402], [-5.32056, 2.74366, -4.62892], [-0.06297, -2.11417, 1.78531], [-4.67644, 0.60505, 1.38508], [0.97888, -1.79914, -2.01392], [-7.71805, 1.43375, -2.57544], [3.23345, -0.24039, 2.81769], [4.16384, -0.97160, -1.03051], [0.33503, 3.17307, 0.98324], [-6.73697, 1.69439, -2.97101], [-1.55607, 3.66801, -1.12680], [1.51398, 3.33314, -0.36052], [-2.70496, -2.79318, 0.99420], [-4.99379, -0.19175, 2.06687], [2.32181, -0.18326, 0.44663], [1.26626, -0.09678, -2.67932], [0.95315, -1.89641, 1.44129], [-4.89410, 0.25818, 0.37234], [-0.68297, -3.17397, -1.75598], [-5.23955, 3.26604, -5.58849], [-1.66407, 0.27949, -0.10097], [0.40404, 2.35957, -2.65794], [-1.67521, 4.10566, -0.12875], [-2.48862, -3.85829, 1.13472], [-0.09609, -3.13418, 2.18974], [-5.68651, 0.71901, -1.33655], [-0.76530, -0.74030, -2.67162], [-0.94768, -4.29326, -0.39507], [-5.61593, 1.28145, -2.26467], [-2.31078, 0.19076, 3.08276], [-1.51626, -1.50676, -2.40894], [-2.53379, 3.38603, -1.53723], [5.30789, -1.25263, 0.24593], [1.33734, 1.75807, 0.45861], [3.80972, -0.70316, 2.13178], [3.41871, -0.62486, 0.81363], [-5.22180, 1.53130, 1.60436], [-3.20303, 2.74812, -4.23020], [-2.91279, 0.58838, 3.91193], [-2.92834, 0.39222, -1.85636], [-1.15373, 0.14798, -3.18704], [-0.48197, 2.17985, -1.05279], [0.16538, 3.33642, -3.10492], [-4.18366, 2.41132, -3.88720], [-3.46585, 2.94389, 2.71922], [-3.02151, -2.36912, 1.95112], [0.14262, 1.56659, -3.36121], [4.35344, -1.13934, -0.05488], [-3.24290, 1.36045, -1.92872], [-2.80373, 2.72141, 1.87100], [-6.59962, 2.39805, -4.17024], [0.58874, -3.41146, -0.52760], [-2.40635, -0.89957, 3.04764], [0.55100, -0.89886, -2.46606], [1.48444, 2.31158, -2.46967], [-7.50030, 2.69555, -4.72062], [-3.51570, -2.68411, 0.26550], [-2.92258, 0.95321, 1.55862], [-1.24999, 0.44061, 3.22600], [-1.76727, 3.00311, 2.09558], [-3.12641, 3.27731, 0.98758], [-4.34107, 1.64160, -2.72928], [0.80715, 2.66357, 0.13890], [-1.18631, -1.99721, 0.34841], [-1.11060, 4.39145, -1.81912], [4.79085, -0.83163, 2.35965], [-0.49372, -3.33838, -0.69386]], "mulliken_spin": [-0.0071, 0.2008, 0.0439, 0.0870, 0.0163, 0.0052, -0.0001, -0.0002, -0.0020, 0.1329, 0.0542, 0.0223, 0.0631, 0.0132, 0.0143, 0.0126, 0.0056, -0.0355, 0.0052, 0.0081, 1.2278, 0.0325, 0.0009, 0.0220, 0.0191, 0.0076, 0.0546, 0.0086, 0.0387, 0.0260, 0.0075, 0.0004, -0.0001, -0.0075, 0.0004, -0.0014, 0.0140, -0.0002, 0.0179, 0.0089, 0.0191, 0.4167, 0.0099, -0.0028, 0.0159, -0.0012, 0.0014, 0.0028, 0.0478, 0.0403, 0.2504, 0.0032, -0.0004, 0.1385, 0.0001, -0.0062, 0.0010, 0.2184, 0.0069, 0.0009, -0.0025, 0.2963, 0.0803, 0.3022, 0.0127, 0.0000, 0.0309]}


{"formula": "C18H41N5O6", "method": "ωB97M-V/def2-TZVPD", "gap_ev": 9.451, "smiles": "COC(=O)CCCCN.CNC(C)=O.CNC(C)=O.CNC(C)=O.CNC(C)=O", "homo_energy_ev": -8.71, "max_force_ev_per_a": 4.03, "spin_multiplicity": 1, "relative_energy_kcal_mol": 0.0, "charge": 0, "elements": ["C", "H", "C", "C", "H", "H", "H", "H", "H", "N", "H", "C", "H", "H", "C", "H", "H", "C", "H", "H", "H", "H", "C", "H", "C", "H", "O", "O", "H", "H", "H", "H", "H", "N", "H", "C", "O", "H", "H", "H", "C", "C", "H", "C", "C", "H", "H", "H", "C", "O", "H", "H", "H", "O", "H", "C", "H", "C", "H", "C", "N", "H", "N", "H", "O", "N", "H", "H", "C", "H"], "coordinates": [[-3.56947, 1.21699, -0.50426], [-0.93236, 1.92478, -3.68063], [-2.50271, 1.68380, -5.10266], [-5.22307, 0.90342, 3.00281], [-4.52534, 4.00749, -6.00137], [4.02938, -3.15044, -1.18591], [0.71791, 0.59569, 0.20541], [4.23173, -3.63410, 0.50003], [3.25037, -4.09567, -4.07382], [-0.15478, 3.39519, 5.19467], [5.25316, -2.24280, 2.09593], [4.60323, -1.43443, 2.42226], [4.09875, -1.72378, 3.34727], [-0.77514, 4.49350, 6.89209], [-1.85999, 2.42425, -3.96104], [1.60348, 0.90187, 2.34714], [0.94493, 4.04280, 6.82363], [-0.97312, 3.94162, 4.25409], [5.75492, -8.13279, -4.30976], [5.20146, -0.53944, 2.60946], [-3.93827, 3.84008, -4.32976], [-6.31873, 0.96729, 2.65941], [3.39373, -1.68296, 0.21743], [4.33713, -8.67487, -3.38404], [-1.43574, 0.78619, 1.01844], [-2.51699, -0.77184, -0.25005], [-4.44538, 0.48032, 1.85605], [4.74208, -4.68861, -2.13675], [-2.61905, 4.62571, 5.44212], [-4.89848, 1.88863, 3.46145], [-1.62336, 3.44703, -4.26216], [-1.92025, 0.39800, 1.98204], [-4.04900, 1.61487, -6.35584], [4.98166, -6.75079, -2.97756], [-2.51313, 5.35196, 3.83131], [3.57794, -5.13022, -4.17829], [2.48540, -1.28587, -0.50209], [-1.38061, 5.87199, 5.08855], [4.12382, -5.22595, -5.11929], [4.13218, -7.54549, -4.74375], [4.78031, -7.83196, -3.91901], [-2.22268, 0.33477, -0.30629], [-1.57104, 0.42326, -1.24932], [4.47070, -5.49038, -3.02205], [0.08567, 0.21348, 1.06706], [-0.28378, 2.80661, 7.17428], [-0.02106, -0.91655, 1.01432], [0.11266, 1.45918, 2.76742], [-4.32158, 1.49556, 0.89367], [-2.00137, 0.68086, -5.59028], [5.56999, -6.91677, -2.17371], [5.34350, -2.44059, -0.24433], [-5.13320, 0.07742, 3.79397], [-0.91584, 3.55534, 3.09371], [-1.46010, 1.93612, 1.05665], [-4.42468, 3.32476, -5.15460], [0.45849, 2.68134, 4.82756], [-1.93081, 5.01696, 4.68987], [-5.41911, 2.99734, -4.84292], [-0.07342, 3.71427, 6.60431], [-3.67957, 2.16323, -5.59262], [-4.24892, 0.75757, -1.28930], [0.61564, 0.61554, 2.42844], [2.94053, -0.37116, 1.64563], [-4.82193, 2.63540, 1.06734], [3.59495, -1.10983, 1.43710], [-2.52507, 2.42836, -3.09489], [-3.21395, 2.23824, -0.88868], [4.31263, -2.79932, -0.19976], [2.69474, -5.77246, -4.18612]], "nbo_charge": [-0.4938, 0.2499, 0.6721, -0.2742, 0.1956, 0.2844, 0.2015, 0.2186, 0.2533, -0.6148, 0.2154, -0.4100, 0.1950, 0.2126, -0.7216, 0.3340, 0.1981, 0.6800, 0.1977, 0.1905, 0.2145, 0.1930, 0.6797, 0.1981, -0.4368, 0.2077, -0.5253, -0.6468, 0.2267, 0.2076, 0.2263, 0.2182, 0.4005, -0.6139, 0.2513, -0.7226, -0.6446, 0.2265, 0.2267, 0.2143, -0.4117, -0.4058, 0.2175, 0.6854, -0.2162, 0.1998, 0.1905, 0.3773, 0.7976, -0.6277, 0.4009, 0.2185, 0.1974, -0.6419, 0.2177, -0.4117, 0.4022, -0.7217, 0.1971, -0.4115, -0.6190, 0.2382, -0.8747, 0.3918, -0.6096, -0.6205, 0.2236, 0.2298, -0.7278, 0.2286]}


{"formula": "C18H41N6OP2Y", "method": "ωB97M-V/def2-TZVPD", "gap_ev": [4.004, 4.003], "homo_energy_ev": [-11.41, -11.41], "max_force_ev_per_a": 5.85, "spin_multiplicity": 1, "relative_energy_kcal_mol": 45.9, "charge": 2, "elements": ["N", "H", "H", "C", "N", "H", "C", "C", "H", "H", "C", "H", "N", "H", "H", "H", "H", "C", "Y", "H", "N", "H", "C", "H", "H", "H", "N", "H", "C", "H", "C", "H", "H", "N", "H", "H", "O", "H", "P", "H", "H", "H", "H", "H", "H", "H", "H", "H", "H", "C", "C", "C", "C", "C", "C", "H", "H", "H", "H", "H", "H", "H", "C", "C", "H", "H", "C", "C", "P"], "coordinates": [[-2.95714, 1.75836, -1.45813], [1.57447, 0.16381, -5.30129], [0.22266, 1.94794, 5.25182], [0.23935, 0.18838, -3.54265], [-0.34765, -1.75612, 0.10992], [-1.89500, -2.87617, 0.92584], [0.16528, -2.82972, -0.79319], [-0.17919, 2.30846, 4.29570], [2.12780, 0.95320, 4.87973], [0.89810, -1.89218, 6.08834], [0.58622, -0.20125, -4.98605], [-5.43255, -0.07927, -0.53373], [-4.04909, 3.52414, -2.52219], [3.23183, 0.96247, -4.10316], [3.01346, -2.88119, -3.52824], [0.62055, -1.12037, 0.70327], [1.20798, -3.03512, -2.68259], [0.83678, 0.00105, 1.34756], [-1.13637, 0.35656, -1.06874], [1.04225, -3.37561, -0.35301], [-3.41049, 0.57715, -0.92462], [-1.61628, -1.98622, 3.27365], [0.28678, 1.72247, -3.31260], [-2.58761, 1.19876, 2.00459], [-0.30215, -3.16704, 1.68628], [-2.24850, -0.81735, 2.10030], [-4.02439, 2.57308, -1.50827], [-4.89958, 4.08042, -2.45572], [3.02422, -0.80983, -2.79624], [-0.62404, -3.61927, -0.90349], [-1.01335, 1.25044, 3.55618], [-3.19672, 4.07456, -2.48325], [1.89000, -0.35633, 1.44232], [-5.20972, 1.88509, -1.29276], [-2.46844, 2.70978, 2.90785], [0.45950, -0.17362, 6.22203], [0.39154, 0.85691, 0.43629], [1.27829, 2.11337, -3.59291], [1.27707, -0.66263, -2.26994], [3.44155, 1.30291, -2.36739], [-0.83091, 3.16512, 4.52907], [-0.68747, -1.34635, 5.48122], [-1.69203, 0.78622, 4.30153], [1.33991, -1.82471, 3.80701], [-0.39989, -2.33041, -2.86962], [3.06547, -0.55526, 4.90928], [0.10619, 2.05972, -2.25691], [-0.46846, 2.21179, -3.94816], [-0.81196, -0.16803, -3.38789], [-1.35375, -1.38870, 2.39082], [-4.76643, 0.71024, -0.86547], [3.31077, -1.87656, -3.85988], [1.05521, -0.83253, 4.20386], [0.50023, -2.33436, -2.22363], [-0.97264, -2.37910, 1.27808], [0.65281, 2.68287, 3.67693], [-1.24382, 2.33950, 1.66143], [4.39449, -1.90101, -4.03881], [4.70521, 0.46084, -3.26761], [3.53026, -1.13820, -1.86751], [-0.16068, 0.25402, -5.65821], [2.77944, 0.26401, 3.36479], [2.32815, 0.01940, 4.33411], [-1.87354, 1.90061, 2.45677], [0.53499, -1.28779, -5.14176], [2.81769, -1.66173, -4.81482], [0.37547, -1.06635, 5.57186], [3.61917, 0.56042, -3.15995], [-0.07133, -0.19368, 2.94194]], "nbo_charge": [-0.1616, 0.2350, 0.2269, -0.5004, -0.8315, 0.2051, -0.2283, -0.6142, 0.2209, 0.2470, -0.6204, 0.2668, -0.5714, 0.2036, 0.2150, 0.3537, 0.2625, -0.4978, 1.9199, 0.1982, -0.4024, 0.2656, -0.6232, 0.1904, 0.1975, 0.2320, 0.1977, 0.4235, -0.4870, 0.2008, -0.5441, 0.4000, 0.2081, -0.1637, 0.2400, 0.2268, -0.9077, 0.2726, 0.8088, 0.2242, 0.2350, 0.2116, 0.2436, 0.2524, 0.2306, 0.2409, 0.1756, 0.2357, 0.1664, -0.7554, 0.1887, -0.6163, -0.5488, -0.7292, -0.2256, 0.2273, 0.2300, 0.2424, 0.2456, 0.2521, 0.2273, 0.2313, -0.6122, -0.6080, 0.2339, 0.2140, -0.6149, -0.6159, 1.5530]}


{"formula": "C18H42B3ClN2O3", "method": "ωB97M-V/def2-TZVPD", "gap_ev": 7.729, "smiles": "C=CB1OB(Cl)OB([C@@H](C)CC)O1.CCN(CC)CC.CCN(CC)CC", "homo_energy_ev": -8.00, "max_force_ev_per_a": 4.67, "spin_multiplicity": 1, "charge": 0, "elements": ["H", "Cl", "H", "C", "H", "H", "H", "O", "C", "C", "H", "H", "C", "H", "O", "H", "C", "H", "H", "H", "H", "H", "H", "C", "C", "H", "H", "H", "C", "H", "B", "N", "H", "C", "H", "B", "H", "C", "H", "C", "H", "N", "H", "H", "H", "H", "C", "H", "H", "C", "H", "H", "C", "C", "H", "H", "H", "B", "H", "H", "H", "H", "H", "C", "H", "H", "C", "C", "O"], "coordinates": [[1.28803, -6.53164, -2.63179], [0.56377, 3.92501, 3.93813], [-2.09850, -7.02282, -3.70293], [-1.06306, -6.66368, -3.76357], [-3.16245, 1.42694, 5.93185], [3.66885, 6.67156, -0.43996], [1.39461, 2.26903, -0.74245], [-2.10252, 3.01581, 3.41793], [2.44028, 4.15582, -0.44448], [-1.65947, -4.89699, -2.13905], [-1.61755, -1.53361, 3.38563], [4.58421, 7.20714, -1.84749], [0.38289, 6.39815, -1.06915], [2.88015, 7.61103, -1.72443], [-0.21772, 1.61951, 2.20777], [0.54166, -2.53103, 1.35140], [3.28311, 5.54285, -2.27799], [-0.70465, 6.50304, -1.12731], [3.09776, 5.79249, -3.33067], [0.87825, -5.86815, -0.26490], [-2.68775, -5.27805, -2.20750], [-4.91169, -0.27855, 3.66175], [-5.70557, 0.38965, 5.47804], [-1.58049, -3.57134, -2.88391], [-3.62618, 1.17614, 4.86128], [2.21814, -4.99275, -1.02067], [-1.67203, -5.17984, -5.23787], [1.16660, 0.26411, 5.52938], [0.58805, -1.11913, 3.79516], [0.43574, 3.49307, 0.12060], [-1.13202, 0.48141, 2.42531], [-0.72213, -5.95425, -2.52535], [-2.07178, -3.62551, -3.85794], [1.13211, -5.13864, -1.04173], [-0.70891, 0.10559, 5.38156], [-2.77880, 1.69975, 3.55329], [0.81001, 7.35986, -1.36192], [-0.88082, -5.91505, -5.07916], [2.47457, 4.93361, 0.32439], [-0.71004, -1.07115, 2.76445], [0.28181, -1.30711, 6.15489], [2.17932, 4.71858, -1.77306], [-0.45495, -7.57760, -3.80869], [-2.09562, -2.79412, -2.31145], [-0.93429, -6.62172, -5.91525], [0.67288, -4.17965, -0.78389], [0.28690, -0.50074, 5.28317], [1.00154, -4.88116, -3.16577], [1.56834, -0.67439, 3.30000], [1.44223, 3.08569, -0.01383], [4.18906, 4.92156, -2.29589], [0.81472, -2.28038, 3.95251], [0.84164, 5.27496, -1.98915], [3.61013, 6.82523, -1.52102], [-1.52526, -4.69482, -1.06861], [3.42926, 3.67863, -0.45336], [-1.30095, -2.94412, 1.54644], [-0.65570, 2.73582, 3.11668], [0.63361, 6.21268, -0.01906], [-0.84243, -1.43891, 0.47547], [0.08666, -5.40960, -5.14435], [0.75133, 5.61420, -3.03030], [0.11438, 4.45614, -1.91595], [-4.87270, 0.38142, 4.65564], [1.74862, 2.65794, 0.94759], [-0.54975, -3.23216, -3.03387], [0.70322, -5.62619, -2.42198], [-0.52977, -2.04029, 1.44690], [-2.60891, 0.77073, 2.38051]], "nbo_charge": [0.1964, -0.2138, 0.1922, -0.2083, 0.2412, 0.2053, 0.2098, -0.9131, -0.2164, -0.2185, 0.2397, 0.2100, -0.6378, 0.1999, -0.9293, 0.2276, -0.2078, 0.2112, 0.1912, 0.2111, 0.1967, 0.2364, 0.2236, -0.6377, -0.5973, 0.2128, 0.2003, 0.2234, -0.4042, 0.1976, 1.2424, -0.4532, 0.2029, -0.6168, 0.2009, 1.1556, 0.2015, -0.6348, 0.1599, -0.6086, 0.2278, -0.4535, 0.1890, 0.2113, 0.2112, 0.2010, -0.6486, 0.1595, 0.2212, -0.6156, 0.1882, 0.2096, -0.2185, -0.6348, 0.1910, 0.1951, 0.2219, 1.1058, 0.2056, 0.2185, 0.2047, 0.1955, 0.1923, -0.3329, 0.2212, 0.2046, -0.2147, -0.6203, -0.9278]}


> Which of these has the highest charge?

C18H41N2O2P3Pd